(1)
75
Properties=species:S:1:pos:R:3:forces:R:3 method="wB97M-V/def2-TZVPD" total_charge=+2 de_lowest_kj_mol=48.3
Sn 0.3654 -1.4993 -0.5309 -0.69 0.66 -0.29
Cl -1.4380 -3.2290 2.2264 0.03 0.12 0.11
C 0.1976 -3.6545 1.9077 0.28 -0.06 -0.07
C 0.9129 -3.0263 0.9024 -0.17 0.37 -0.59
C 2.2560 -3.3388 0.7175 -0.36 -0.20 0.27
Cl 3.1133 -2.4984 -0.5245 0.31 0.02 -0.14
C 2.8926 -4.2928 1.4971 0.16 0.04 -0.10
Cl 4.5365 -4.6686 1.2287 0.02 0.00 0.02
C 2.1604 -4.9404 2.4938 0.00 -0.06 0.05
Cl 2.9174 -6.1146 3.4675 0.01 -0.02 0.00
C 0.8160 -4.6246 2.6998 -0.14 0.04 0.05
Cl -0.0735 -5.4176 3.9221 0.01 -0.03 0.05
C 3.1116 1.6830 -0.4925 -0.02 0.10 0.05
N 1.9053 2.1808 0.1846 0.19 -0.07 0.08
C 1.9496 3.6310 0.4236 -0.05 -0.02 -0.04
P 1.2311 1.2601 1.3662 -0.01 0.06 0.12
O 1.3165 -0.2013 0.9955 0.07 -0.14 -0.40
O -0.2885 1.7569 1.4680 0.09 -0.04 -0.05
P -1.4077 1.4215 0.3333 -0.26 -0.12 -0.04
O -0.7822 0.3902 -0.5779 -0.14 -0.46 0.40
N -1.7944 2.7561 -0.4816 0.30 0.11 -0.08
C -1.2393 2.9958 -1.8231 -0.09 0.00 -0.02
C -2.1068 3.9762 0.2770 -0.06 0.01 -0.05
N -2.6854 0.9320 1.1950 0.07 0.27 0.14
C -4.0054 1.5715 1.1763 -0.07 -0.13 -0.09
C -2.4580 0.0288 2.3247 -0.06 0.05 0.07
N 1.7622 1.5152 2.8797 0.16 0.05 -0.07
C 1.3497 2.6757 3.6810 -0.03 -0.08 0.06
C 3.1370 1.0587 3.1533 -0.07 -0.03 0.03
H 3.1632 2.1268 -1.4866 0.00 -0.01 -0.01
H 3.0698 0.6012 -0.5799 0.05 0.00 0.04
H 4.0222 1.9506 0.0501 -0.02 0.03 0.02
H 1.9764 4.1473 -0.5358 -0.02 0.00 0.00
H 2.8364 3.9235 0.9922 0.00 -0.03 0.01
H 1.0631 3.9553 0.9681 0.00 0.02 -0.03
H -1.0536 2.0505 -2.3254 0.00 0.01 -0.01
H -0.3057 3.5599 -1.7690 0.00 0.01 0.03
H -1.9631 3.5688 -2.4005 -0.01 0.00 0.00
H -2.4406 3.7305 1.2836 0.01 0.02 0.00
H -2.9030 4.5220 -0.2277 -0.02 -0.02 0.00
H -1.2329 4.6273 0.3475 0.03 -0.03 -0.02
H -4.1168 2.1839 0.2871 -0.02 -0.01 0.00
H -4.1608 2.1853 2.0661 0.05 0.00 0.00
H -4.7737 0.7981 1.1591 0.02 -0.01 -0.01
H -1.4803 -0.4426 2.2550 0.01 -0.02 0.00
H -3.2181 -0.7523 2.3210 0.00 -0.01 -0.01
H -2.5119 0.5638 3.2755 -0.02 0.03 -0.02
H 0.3277 2.9581 3.4460 -0.01 -0.01 0.01
H 2.0077 3.5329 3.5220 0.02 -0.02 -0.02
H 1.3950 2.3988 4.7334 0.00 -0.01 0.00
H 3.3826 0.2061 2.5214 0.01 -0.01 0.02
H 3.2030 0.7421 4.1931 -0.02 -0.01 0.00
H 3.8668 1.8547 2.9856 -0.02 0.02 -0.01
C -2.8031 -1.3789 -1.6168 -0.05 0.04 -0.03
N -1.7000 -2.3564 -1.5540 0.30 -0.10 0.67
C -2.1805 -3.5978 -0.9122 -0.09 -0.10 -0.20
C -1.2230 -2.6732 -2.9089 0.14 0.00 -0.15
C -0.2734 -1.6379 -3.4252 0.23 0.27 -0.58
C -0.2427 -1.3050 -4.7773 -0.09 -0.07 0.05
C 0.7416 -0.4635 -5.2719 0.00 0.02 -0.03
C 1.7133 0.0558 -4.4274 0.09 0.07 0.14
C 1.6853 -0.2418 -3.0692 -0.23 -0.08 -0.45
C 0.6828 -1.0758 -2.6018 0.35 -0.22 1.13
H -3.6428 -1.8059 -2.1716 0.01 -0.04 0.00
H -2.4676 -0.4703 -2.1081 0.00 -0.03 -0.08
H -3.1335 -1.1286 -0.6098 0.03 -0.02 0.00
H -2.9042 -4.1043 -1.5561 0.02 0.02 -0.04
H -2.6562 -3.3599 0.0268 -0.11 0.02 0.04
H -1.3450 -4.2727 -0.7238 0.00 0.00 -0.03
H -2.0640 -2.7899 -3.5966 -0.09 -0.06 0.08
H -0.6943 -3.6293 -2.8690 -0.09 -0.05 0.03
H -0.9892 -1.7228 -5.4433 0.04 0.01 -0.03
H 0.7565 -0.2187 -6.3253 0.01 -0.01 0.00
H 2.4969 0.6922 -4.8176 -0.03 0.00 -0.05
H 2.4374 0.1651 -2.4138 0.01 -0.03 -0.03

***

(2)
56
Properties=species:S:1:pos:R:3:forces:R:3 method="wB97M-V/def2-TZVPD" smiles="CNCc1ccc2c(c1)C(=O)c1ccccc1C2=O.Fc1ccccc1.Fc1ccccc1"
C 0.5490 -4.3312 0.8811 0.01 0.60 0.59
N -0.3315 -3.8047 -0.1804 0.62 -0.28 -0.32
C 0.3721 -3.6180 -1.4540 0.48 0.20 0.06
C 1.2597 -2.3202 -1.5241 1.07 1.90 -0.33
C 1.4715 -1.4562 -0.3593 0.45 0.51 -1.38
C 2.2601 -0.2198 -0.4124 -0.33 -1.82 -2.19
C 2.8475 0.1259 -1.6885 -0.47 -0.55 -0.22
C 2.6760 -0.7221 -2.8863 -0.60 0.17 1.51
C 1.8939 -1.9329 -2.8029 0.02 0.82 1.85
C 3.3506 -0.1984 -4.1989 -0.60 0.59 0.91
O 3.9371 -0.9225 -4.9621 -0.48 0.30 0.06
C 3.2217 1.3497 -4.4014 -0.12 1.21 0.25
C 2.9486 1.9358 -5.7035 0.29 1.39 1.79
C 2.8045 3.3857 -5.7686 0.15 -0.28 1.49
C 2.9185 4.2346 -4.5862 0.40 -1.84 0.75
C 3.2270 3.6517 -3.2850 -0.15 -1.99 -1.61
C 3.3732 2.2004 -3.2056 -0.39 0.14 -1.33
C 3.6679 1.4480 -1.8642 -0.82 -0.54 -0.86
O 4.4665 1.8308 -1.0459 -0.55 0.12 -0.22
H 0.7018 -5.4359 0.7820 -0.26 0.92 0.06
H 1.5636 -3.8336 0.8961 -0.82 -0.54 -0.02
H 0.0584 -4.0899 1.8643 0.52 -0.52 -0.83
H -0.8200 -2.9572 0.1045 0.22 -0.30 -0.07
H -0.3556 -3.6787 -2.3126 0.76 0.35 0.78
H 1.0710 -4.4889 -1.5686 -0.61 0.65 0.00
H 0.9911 -1.7085 0.6121 0.41 0.16 -0.93
H 2.3809 0.4155 0.4900 -0.01 -0.53 -0.88
H 1.7176 -2.5810 -3.6876 0.31 0.64 0.63
H 2.8382 1.3081 -6.6194 0.17 0.59 1.01
H 2.5741 3.8974 -6.7297 0.22 -0.65 0.80
H 2.7792 5.3405 -4.6168 0.10 -1.13 -0.31
H 3.3225 4.2240 -2.3375 -0.05 -0.28 -1.01
F -3.7139 -2.0752 -1.0837 0.04 -0.01 -0.08
C -4.0954 -1.8358 0.1832 -0.16 0.09 0.55
C -4.7173 -2.8382 0.9056 -0.03 -0.25 -0.12
C -5.1058 -2.5912 2.2158 0.10 0.24 -0.06
C -4.8773 -1.3432 2.7843 -0.04 0.00 0.09
C -4.2560 -0.3435 2.0461 -0.06 -0.21 0.01
C -3.8573 -0.5921 0.7394 0.14 0.18 -0.17
H -4.8935 -3.8015 0.4432 0.04 0.04 -0.02
H -5.5868 -3.3711 2.7936 0.02 0.02 -0.07
H -5.1847 -1.1508 3.8057 0.02 -0.01 -0.06
H -4.0817 0.6302 2.4887 0.03 -0.05 -0.05
H -3.3635 0.1723 0.1519 -0.03 -0.04 -0.02
F -1.2140 0.0363 4.0844 -0.01 -0.11 -0.03
C -1.1070 1.3513 4.3373 0.04 0.57 0.11
C -2.0749 1.9757 5.1037 -0.20 -0.15 0.08
C -1.9615 3.3344 5.3688 0.20 -0.03 -0.15
C -0.8887 4.0545 4.8564 -0.01 0.10 0.03
C 0.0740 3.4166 4.0838 -0.18 -0.05 0.11
C -0.0318 2.0560 3.8265 0.15 -0.14 -0.15
H -2.9081 1.3998 5.4876 0.05 -0.02 -0.01
H -2.7096 3.8317 5.9742 0.02 -0.06 -0.04
H -0.8038 5.1154 5.0605 0.00 -0.07 -0.01
H 0.9077 3.9792 3.6812 -0.03 -0.06 0.02
H 0.7139 1.5407 3.2337 -0.04 -0.02 0.02

***

(3)
20
Properties=species:S:1:pos:R:3:forces:R:3 method="wB97M-V/def2-TZVPD" smiles="CC(C)=C(C)N.O" de_lowest_kj_mol=180.0
C 1.7166 -1.4833 2.0524 0.96 1.04 0.83
N 1.2113 -2.6998 -0.3670 -0.01 -1.21 0.53
C 0.4033 -1.6514 0.0230 1.13 2.72 0.81
C 0.8007 -0.8205 1.0517 -0.37 -0.93 -0.76
C 0.3335 0.6654 1.0813 -1.39 -2.69 0.69
C -0.6841 -1.2602 -0.9133 -0.96 0.23 0.18
H 2.6612 -1.8106 1.5854 0.11 0.39 0.19
H 1.3298 -2.3981 2.5095 -0.45 0.00 -0.19
H 1.9630 -0.8308 2.9334 -0.07 -0.40 -0.94
H 1.8047 -3.1235 0.3623 -0.61 0.15 -1.33
H 1.0376 -3.1411 -1.2683 0.10 -0.13 0.94
H 0.5022 1.1207 2.0570 -0.11 -0.01 -0.05
H -0.7623 0.4395 0.9344 0.83 1.52 0.19
H 0.7415 1.3012 0.2996 0.01 -0.16 -0.16
H -1.4678 -0.6440 -0.4066 0.69 -0.56 -0.36
H -0.3247 -0.6534 -1.7440 0.00 -0.17 -0.28
H -1.1941 -2.1681 -1.2582 0.14 0.22 -0.29
H -2.9820 5.7776 -3.1853 -0.03 -0.01 -0.03
H -2.2395 5.9537 -1.8659 -0.23 -0.05 -0.06
O -3.1156 5.7758 -2.2332 0.25 0.05 0.09

***

(4)
7
Properties=species:S:1:pos:R:3:forces:R:3 method="wB97M-V/def2-TZVPD" de_lowest_kj_mol=310.6
C 0.9287 0.8539 0.6587 -0.24 0.33 -0.11
C -1.1249 -0.8081 -0.8493 1.37 -0.85 0.97
N 0.8162 -0.4953 0.4781 1.82 -1.38 1.23
N -0.1740 -0.8914 -0.1550 -2.11 1.36 -1.66
O 0.1608 1.6648 0.2025 -0.17 0.45 -0.04
Cl -2.4221 -1.4156 -1.5935 -0.61 -0.01 -0.31
H 1.8154 1.0918 1.2585 -0.07 0.10 -0.07

***

(5)
76
Properties=species:S:1:pos:R:3:forces:R:3 method="wB97M-V/def2-TZVPD" total_charge=+1 de_lowest_kj_mol=0.0
Sc -0.6440 0.6871 0.4129 -0.44 0.73 -0.09
C -1.1801 0.6953 4.4776 -0.41 0.14 0.70
C -2.3751 1.4704 3.8689 -0.54 -0.50 -0.43
C -2.0437 2.3529 2.6284 -0.45 0.81 0.72
N -2.2950 1.7121 1.3468 0.10 -0.08 -0.04
C -3.4986 1.8177 0.7527 0.48 -0.06 -0.11
C -4.6261 2.3224 1.4324 1.04 -0.50 0.15
C -5.8704 2.6513 0.9646 -0.32 0.55 -1.06
C -6.3513 2.5505 -0.3416 -0.09 -0.32 0.22
C -5.7718 1.9269 -1.4469 0.02 0.37 0.67
C -4.5245 1.3663 -1.5855 0.56 -0.10 0.88
C -3.4389 1.3866 -0.6732 0.17 -0.23 -0.53
N -2.2140 0.9724 -1.0284 0.53 0.31 0.17
C -1.6888 0.9003 -2.3821 0.17 0.28 -1.03
C -0.7122 2.0710 -2.7591 -0.40 0.18 0.63
C 0.7108 2.0295 -2.1969 0.03 -0.30 -0.04
N 0.8660 1.6435 -0.7774 0.35 0.52 -0.73
C 2.0862 1.8908 -0.2575 0.12 -0.51 -0.23
C 3.1971 2.2282 -1.0863 -0.20 0.14 0.68
C 4.4822 2.6633 -0.7760 -0.61 -0.36 0.49
C 5.0123 2.8524 0.4886 0.62 0.20 0.49
C 4.5167 2.4145 1.7134 -0.43 0.61 -0.30
C 3.3124 1.8076 2.0184 -0.65 -0.40 -0.26
C 2.1830 1.5913 1.1852 -0.40 -0.61 0.71
N 1.0565 1.0270 1.6910 0.68 0.72 -0.12
C 1.0322 0.7146 3.1173 0.82 -0.30 -0.22
C -0.2358 -0.0318 3.5063 -0.57 -0.52 -0.05
H -1.5635 -0.0363 5.2196 0.04 0.41 -0.47
H -0.6192 1.4191 5.0855 0.18 -0.21 -0.19
H -2.8567 2.0769 4.6606 0.30 -0.30 -0.35
H -3.1402 0.7389 3.5180 0.38 0.39 0.33
H -0.9810 2.6102 2.6516 0.03 0.02 0.02
H -2.5772 3.3530 2.6904 0.47 -1.09 -0.07
H -4.4308 2.4836 2.4853 -0.24 0.15 -0.03
H -6.5237 3.1611 1.6655 -0.06 -0.26 0.05
H -7.3506 2.9133 -0.5024 -0.24 0.18 -0.01
H -6.3850 1.9026 -2.3271 -0.30 -0.14 -0.29
H -4.3405 0.8042 -2.4862 0.08 0.23 -0.31
H -2.4497 0.8696 -3.1862 0.22 -0.10 0.51
H -1.0867 -0.0086 -2.4740 -0.21 -0.29 -0.06
H -1.1630 3.0176 -2.4481 -0.19 -0.07 -0.03
H -0.5771 2.1290 -3.8495 -0.31 -0.16 0.25
H 1.1499 3.0183 -2.3387 -0.15 0.22 0.04
H 1.3125 1.4046 -2.8766 -0.07 -0.36 0.35
H 2.9715 2.2170 -2.1300 0.10 -0.07 -0.40
H 5.1406 2.8713 -1.6117 -0.15 0.20 -0.03
H 5.9555 3.3922 0.5605 -0.04 -0.29 -0.20
H 5.1152 2.6715 2.5751 0.29 -0.22 0.06
H 3.1685 1.4545 3.0490 0.34 0.53 -0.58
H 1.1677 1.6283 3.7330 -0.10 -0.38 -0.23
H 1.8908 0.0412 3.3266 -0.31 0.38 0.15
H 0.0397 -1.0301 3.9007 -0.16 0.59 0.00
H -0.8072 -0.2982 2.5956 -0.01 0.00 0.21
C 2.7074 -6.6639 -2.8587 0.45 -0.27 0.28
C 2.2364 -5.3708 -2.2684 -0.54 0.57 0.82
C 0.9308 -5.2926 -1.7366 0.33 0.08 -0.07
C 0.3852 -4.1334 -1.1892 1.04 0.30 -0.06
C -1.0705 -4.0971 -0.8224 -0.45 0.17 0.63
C 1.2720 -3.0063 -1.0249 -0.24 -0.70 -0.43
C 0.9400 -1.8390 -0.2643 -1.72 0.63 -0.72
O -0.2124 -1.3284 -0.0733 1.62 -1.23 0.00
C 2.5938 -3.0446 -1.5786 -0.16 -1.09 -0.14
C 3.4884 -1.8453 -1.6332 0.52 1.25 0.86
C 3.0511 -4.2360 -2.1615 -0.31 0.30 -0.03
H 1.8769 -7.2966 -3.1520 -0.18 0.03 -0.08
H 3.2671 -7.2401 -2.0981 -0.09 0.30 -0.30
H 3.3569 -6.5297 -3.7282 -0.04 0.09 0.19
H 0.3575 -6.2153 -1.7278 -0.26 0.23 -0.23
H -1.5868 -4.8219 -1.4784 0.03 0.46 0.48
H -1.4748 -3.0713 -0.9531 0.12 -0.86 -0.06
H -1.2652 -4.3752 0.2527 0.28 0.16 -1.00
H 1.8070 -1.3238 0.1201 0.19 0.54 0.38
H 3.6806 -1.4463 -0.5913 -0.07 -0.30 -1.05
H 3.0620 -0.9846 -2.2147 0.22 -0.85 0.46
H 4.4783 -2.0819 -2.0652 -0.60 0.01 0.19
H 4.0734 -4.2751 -2.5332 -0.22 0.07 -0.10

***

It is found that the total energy values, taken in the order of the records, are -125040.83146 -40426.89385 -8932.14538 -19636.69453 -62505.19367 eV.